DFT (ωB97M-V/def2-TZVPD) results for a 3-piece molecular cluster, H6O3 overall.

## Properties
**LUMO level**: 0.7 eV
**Maximum force**: 0.357 eV/A
**SMILES string**: O.O.O
**E_tot**: -6240.222 eV
**Frontier orbital gap**: 12.22 eV

ORCA input file:
```
! wB97M-V def2-TZVPD RIJCOSX def2/J DEFGRID3
* xyz 0 1
O 0.60068 1.48667 -0.27036
H 0.88079 1.83660 0.58282
H 1.02324 0.60090 -0.31777
O -1.58446 -0.23141 -0.26657
H -1.03403 0.58422 -0.27061
H -2.13832 -0.17302 0.51697
O 1.00637 -1.24652 -0.27000
H 1.21512 -1.64815 0.58475
H 0.03061 -1.20928 -0.28923
*
```